<one>
An isolated molecule of C7H8O, computed with ωB97M-V/def2-TZVPD.

Geometry as ORCA input:
```
! RIJCOSX wB97M-V def2-TZVPD def2/J DEFGRID3
* xyz 0 1
C 0.984 1.199 0.017
C 2.351 1.662 0.388
C -2.626 -1.144 -0.091
O 0.114 1.132 0.989
C -1.109 0.632 0.838
C -0.115 -1.102 -0.444
C -1.296 -0.494 0.145
C 0.646 -1.985 -0.785
H 0.621 1.451 -0.976
H 3.093 1.337 -0.342
H 2.617 1.299 1.377
H 2.381 2.756 0.417
H -3.427 -0.455 0.181
H -2.750 -1.420 -1.143
H -2.714 -2.057 0.507
H 1.230 -2.811 -1.077
*
```

Values from the calculation:
gap between HOMO and LUMO (spin up / spin down): 6.849 / 8.500 eV
E_LUMO (spin up / spin down): -0.0280 / 0.0018 hartree

Löwdin population analysis, charges in e, atoms 1 to 4: -0.158, -0.040, -0.071, -0.014

---

<two>
An isolated molecule of C7H8O, computed with ωB97M-V/def2-TZVPD.

Geometry as ORCA input:
```
! RIJCOSX wB97M-V def2-TZVPD def2/J DEFGRID3
* xyz 0 1
C -0.099 -0.748 -2.538
C -0.306 0.215 -0.382
C 1.007 -0.124 0.002
C 1.330 -0.035 1.336
C 0.377 0.405 2.231
C -0.895 0.785 1.828
C -1.210 0.653 0.526
H -0.192 -1.881 -1.892
H -0.847 -0.867 -3.571
H 0.831 -0.419 -2.855
H 1.712 -0.541 -0.615
H 2.069 -0.102 1.752
H 0.736 0.458 3.226
H -1.507 1.230 2.490
H -2.285 0.778 0.251
O -0.722 0.192 -1.789
*
```

Values from the calculation:
gap between HOMO and LUMO: 9.909 eV
E_LUMO: 0.0370 hartree
SMILES: COc1ccccc1

Löwdin population analysis, charges in e, atoms 1 to 4: -0.183, -0.205, 0.015, -0.042

---

Most stable one: <two>, least stable one: <one>.

---

<one>
A cluster of 16 separate species, C32H96O16 in total, computed with ωB97M-V/def2-TZVPD.

Geometry as ORCA input:
```
! RIJCOSX wB97M-V def2-TZVPD def2/J DEFGRID3
* xyz 0 1
C 6.458 0.034 -2.233
C 6.280 -1.497 -2.379
O 5.247 -2.007 -1.534
H 5.562 0.572 -2.542
H 7.183 0.315 -2.996
H 6.720 0.357 -1.226
H 7.205 -2.013 -2.118
H 6.116 -1.792 -3.415
H 5.389 -2.957 -1.537
C -2.597 3.180 4.976
C -3.813 2.253 4.896
O -4.848 3.026 4.283
H -1.695 2.604 5.188
H -2.754 3.919 5.762
H -2.492 3.711 4.030
H -4.150 1.935 5.883
H -3.714 1.363 4.275
H -5.150 3.565 5.018
C 2.677 -5.851 -3.554
C 3.635 -6.966 -3.120
O 4.533 -6.402 -2.132
H 1.851 -6.294 -4.110
H 3.157 -5.098 -4.179
H 2.315 -5.255 -2.716
H 4.185 -7.381 -3.965
H 3.085 -7.826 -2.737
H 5.375 -6.862 -2.128
C 3.789 1.391 -6.213
C 3.507 2.916 -6.318
O 4.175 3.477 -7.432
H 4.864 1.214 -6.181
H 3.381 0.854 -7.069
H 3.346 1.026 -5.287
H 4.063 3.344 -5.484
H 2.444 3.139 -6.410
H 4.307 4.402 -7.213
C 2.137 4.934 -1.331
C 1.071 5.682 -0.543
O 1.497 7.037 -0.370
H 1.843 3.911 -1.566
H 3.092 4.878 -0.810
H 2.326 5.404 -2.296
H 0.845 5.266 0.438
H 0.112 5.608 -1.057
H 0.751 7.475 0.047
C -1.603 -0.445 -6.936
C -1.246 -0.163 -5.463
O -0.616 -1.290 -4.884
H -2.286 -1.289 -7.041
H -0.661 -0.653 -7.444
H -2.045 0.371 -7.507
H -2.116 0.053 -4.844
H -0.582 0.696 -5.362
H -0.116 -0.987 -4.123
C 1.641 -6.118 2.193
C 1.116 -5.531 3.527
O 0.297 -6.424 4.207
H 2.366 -5.492 1.673
H 0.800 -6.317 1.529
H 2.146 -7.074 2.334
H 0.499 -4.668 3.275
H 2.016 -5.250 4.073
H 0.478 -6.227 5.129
C -1.031 0.853 0.090
C 0.205 0.023 0.424
O 0.926 -0.281 -0.741
H -1.560 1.153 0.994
H -1.736 0.259 -0.492
H -0.845 1.742 -0.513
H -0.082 -0.887 0.951
H 0.882 0.537 1.107
H 1.648 -0.871 -0.514
C -0.175 -1.744 7.463
C 1.163 -1.258 7.063
O 1.021 -1.080 5.673
H -0.314 -2.707 6.971
H -0.991 -1.068 7.209
H -0.198 -2.089 8.497
H 1.991 -1.914 7.333
H 1.393 -0.272 7.467
H 1.872 -1.114 5.232
C -6.205 5.886 0.120
C -5.424 4.670 -0.273
O -6.128 3.564 0.232
H -5.626 6.786 -0.088
H -6.359 5.892 1.199
H -7.206 5.947 -0.307
H -4.413 4.700 0.133
H -5.321 4.627 -1.358
H -5.920 3.523 1.169
C 4.148 3.997 5.118
C 5.541 4.616 4.929
O 5.850 5.306 6.103
H 3.706 3.785 4.144
H 3.389 4.723 5.408
H 3.988 3.140 5.772
H 5.599 5.280 4.066
H 6.216 3.777 4.760
H 6.729 5.662 5.958
C -7.196 -2.313 -3.232
C -7.139 -1.293 -2.102
O -7.101 -0.006 -2.732
H -8.090 -2.142 -3.832
H -7.347 -3.284 -2.761
H -6.247 -2.333 -3.769
H -6.230 -1.461 -1.525
H -8.021 -1.389 -1.469
H -6.891 0.623 -2.038
C -5.819 -3.577 3.330
C -4.406 -4.003 3.688
O -4.368 -5.424 3.936
H -6.654 -3.754 4.009
H -6.161 -4.190 2.496
H -5.710 -2.542 3.007
H -4.073 -3.440 4.559
H -3.807 -3.748 2.814
H -3.450 -5.653 4.101
C 6.465 -1.044 5.069
C 6.291 -1.019 3.593
O 4.963 -1.362 3.230
H 5.809 -0.315 5.543
H 7.466 -0.901 5.475
H 6.137 -2.010 5.455
H 7.060 -1.518 3.003
H 6.437 -0.021 3.180
H 4.980 -1.580 2.295
C -3.558 -6.233 -1.375
C -2.880 -4.951 -1.749
O -2.839 -4.895 -3.132
H -3.111 -7.078 -1.900
H -4.594 -6.166 -1.706
H -3.495 -6.433 -0.305
H -1.864 -4.948 -1.356
H -3.271 -4.022 -1.333
H -2.391 -4.089 -3.399
C -1.370 7.273 -4.864
C -2.485 6.261 -4.923
O -2.852 5.965 -6.219
H -1.235 7.681 -3.862
H -1.609 8.179 -5.420
H -0.377 6.886 -5.094
H -3.351 6.663 -4.398
H -2.220 5.379 -4.339
H -3.529 5.285 -6.177
*
```

Values from the calculation:
gap between HOMO and LUMO: 9.833 eV
E_LUMO: -0.0010 hartree

Löwdin population analysis, charges in e, atoms 1 to 4: -0.075, -0.315, -0.090, 0.064

---

<two>
A cluster of 16 separate species, C32H96O16 in total, computed with ωB97M-V/def2-TZVPD.

Geometry as ORCA input:
```
! RIJCOSX wB97M-V def2-TZVPD def2/J DEFGRID3
* xyz 0 1
C -2.413 -0.515 -5.110
C -1.623 -1.327 -4.082
O -1.337 -0.561 -2.926
H -3.340 -0.175 -4.645
H -2.776 -1.101 -5.955
H -1.820 0.326 -5.469
H -0.710 -1.740 -4.517
H -2.235 -2.209 -3.867
H -0.796 -1.105 -2.337
C 2.449 -4.716 0.612
C 3.073 -3.457 1.201
O 2.688 -2.359 0.365
H 1.380 -4.503 0.520
H 2.582 -5.601 1.233
H 2.663 -4.946 -0.432
H 4.162 -3.555 1.218
H 2.747 -3.234 2.218
H 2.818 -1.569 0.911
C 0.777 -4.881 3.768
C -0.296 -3.898 3.298
O -0.358 -2.861 4.254
H 1.789 -4.483 3.738
H 0.701 -5.762 3.127
H 0.579 -5.221 4.785
H -1.322 -4.263 3.205
H 0.013 -3.525 2.316
H -0.881 -2.160 3.848
C 1.857 -0.188 3.892
C 3.279 -0.381 3.413
O 3.388 -0.219 1.998
H 1.210 -0.853 3.319
H 1.617 0.851 3.658
H 1.707 -0.387 4.953
H 3.658 -1.371 3.676
H 3.980 0.317 3.876
H 3.237 0.732 1.902
C -4.153 -1.759 -0.859
C -5.473 -1.375 -1.561
O -6.008 -2.521 -2.188
H -4.264 -2.603 -0.178
H -3.768 -0.912 -0.288
H -3.428 -2.072 -1.612
H -5.311 -0.620 -2.335
H -6.197 -0.948 -0.868
H -5.357 -2.804 -2.836
C -0.874 4.829 4.168
C -0.360 3.631 3.426
O 0.770 4.023 2.705
H -0.137 5.056 4.939
H -1.818 4.664 4.690
H -1.037 5.646 3.464
H -1.174 3.240 2.808
H -0.174 2.848 4.163
H 0.546 4.766 2.133
C -3.985 3.562 -2.442
C -3.209 2.380 -2.933
O -2.497 1.813 -1.849
H -4.584 3.331 -1.562
H -4.667 3.978 -3.185
H -3.261 4.344 -2.206
H -2.604 2.622 -3.809
H -3.923 1.630 -3.291
H -2.006 1.046 -2.178
C 4.039 4.389 0.757
C 4.223 3.499 1.941
O 3.103 2.627 2.019
H 3.279 5.148 0.953
H 3.718 3.847 -0.133
H 4.967 4.887 0.468
H 4.448 4.070 2.845
H 5.099 2.865 1.793
H 2.354 3.102 2.409
C -4.914 1.651 1.071
C -3.428 1.925 1.348
O -2.963 2.996 0.575
H -5.633 2.464 1.157
H -5.246 0.809 1.687
H -5.015 1.225 0.070
H -2.892 1.042 0.987
H -3.215 2.027 2.412
H -2.699 2.622 -0.280
C 0.445 2.215 -3.475
C 1.939 1.891 -3.680
O 2.364 2.167 -4.971
H -0.167 1.737 -4.240
H 0.322 3.297 -3.520
H 0.079 1.821 -2.529
H 2.097 0.844 -3.406
H 2.498 2.499 -2.962
H 3.215 1.745 -5.113
C 0.020 4.493 -0.688
C -0.587 5.550 0.233
O 0.396 6.271 0.966
H -0.767 3.949 -1.210
H 0.644 3.826 -0.092
H 0.657 4.973 -1.434
H -1.282 5.111 0.950
H -1.194 6.220 -0.381
H 0.865 6.825 0.336
C -1.827 0.285 4.212
C -2.921 -0.671 3.801
O -2.416 -1.558 2.824
H -2.184 1.050 4.902
H -1.366 0.766 3.350
H -1.082 -0.308 4.746
H -3.831 -0.158 3.478
H -3.244 -1.223 4.688
H -3.084 -2.226 2.644
C 4.506 -0.268 -1.789
C 5.723 -0.576 -0.873
O 6.838 -0.902 -1.662
H 4.694 0.613 -2.401
H 3.659 -0.056 -1.133
H 4.196 -1.140 -2.363
H 5.427 -1.418 -0.243
H 5.930 0.303 -0.258
H 7.570 -1.028 -1.052
C -1.461 -4.249 -0.846
C -1.568 -5.432 0.098
O -1.361 -6.638 -0.596
H -2.173 -4.248 -1.672
H -0.503 -4.263 -1.370
H -1.538 -3.316 -0.286
H -2.604 -5.482 0.454
H -1.014 -5.311 1.029
H -1.101 -7.335 0.011
C 1.647 -3.170 -3.351
C 2.653 -2.908 -4.472
O 3.087 -4.190 -4.951
H 1.155 -2.226 -3.107
H 2.202 -3.446 -2.453
H 0.912 -3.924 -3.627
H 3.528 -2.337 -4.162
H 2.102 -2.393 -5.264
H 3.805 -4.035 -5.571
C 0.286 0.868 0.519
C -0.261 -0.501 0.203
O 0.434 -1.108 -0.862
H 1.248 0.828 1.029
H -0.442 1.426 1.112
H 0.525 1.465 -0.363
H -1.315 -0.387 -0.065
H -0.317 -1.124 1.100
H 1.222 -1.574 -0.545
*
```

Values from the calculation:
gap between HOMO and LUMO: 10.380 eV
E_LUMO: 0.0173 hartree

Löwdin population analysis, charges in e, atoms 1 to 4: -0.064, -0.295, -0.098, 0.059

---

Most stable one: <two>, least stable one: <one>.

---

<one>
An isolated molecule of C3H3ClN2, computed with ωB97M-V/def2-TZVPD.

Geometry as ORCA input:
```
! RIJCOSX wB97M-V def2-TZVPD def2/J DEFGRID3
* xyz 0 1
C 0.608 -0.630 -0.681
C 0.337 -0.650 0.654
C -0.735 0.942 -0.439
H 0.640 -1.384 1.420
H -0.781 0.794 1.657
H -1.228 1.880 -0.591
N -0.541 0.430 0.790
N -0.041 0.291 -1.406
Cl 1.741 -1.674 -1.403
*
```

Values from the calculation:
gap between HOMO and LUMO: 9.627 eV
E_LUMO: 0.0283 hartree
SMILES: Clc1c[nH]cn1

Löwdin population analysis, charges in e, atoms 1 to 4: -0.855, -0.113, -0.177, 0.123

---

<two>
An isolated molecule of C3H3ClN2, computed with ωB97M-V/def2-TZVPD.

Geometry as ORCA input:
```
! RIJCOSX wB97M-V def2-TZVPD def2/J DEFGRID3
* xyz 0 1
C 0.280 0.346 -0.295
C 0.127 -0.986 -0.265
C -0.343 -1.742 -1.326
N -1.419 -2.584 -1.547
N -1.525 -1.565 -2.192
Cl 1.326 -2.277 -2.543
H 0.737 1.100 0.365
H -0.151 0.976 -1.114
H 0.535 -1.441 0.646
*
```

Values from the calculation:
gap between HOMO and LUMO: 9.787 eV
E_LUMO: -0.0256 hartree
SMILES: C=CC1(Cl)N=N1

Löwdin population analysis, charges in e, atoms 1 to 4: 0.051, -0.235, -0.631, 0.103

---

Most stable one: <one>, least stable one: <two>.

---

<one>
A structure of composition CH3IN2O, computed with ωB97M-V/def2-TZVPD.

Geometry as ORCA input:
```
! RIJCOSX wB97M-V def2-TZVPD def2/J DEFGRID3
* xyz 0 1
C -0.585 1.995 -1.020
N 0.521 -2.345 0.964
N 0.480 -1.146 1.058
O 0.540 -0.294 1.891
I -0.086 -0.004 -1.414
H 0.197 2.716 -0.866
H -1.582 1.922 -0.597
H 0.515 -2.845 -0.017
*
```

Values from the calculation:
gap between HOMO and LUMO (spin up / spin down): 8.048 / 7.922 eV
E_LUMO (spin up / spin down): -0.0185 / -0.0207 hartree

Löwdin population analysis, charges in e, atoms 1 to 4: -0.498, 0.081, -0.465, 0.005

---

<two>
A cluster of 2 separate species, CH3IN2O in total, computed with ωB97M-V/def2-TZVPD.

Geometry as ORCA input:
```
! RIJCOSX wB97M-V def2-TZVPD def2/J DEFGRID3
* xyz 0 1
C -1.210 0.377 -0.147
N 1.505 -0.094 -0.058
N 0.476 -0.885 -0.467
O -0.870 1.490 -0.261
I -3.183 -0.308 0.024
H 1.350 0.833 -0.388
H 1.822 -0.027 1.012
H 0.110 -1.387 0.284
*
```

Values from the calculation:
gap between HOMO and LUMO (spin up / spin down): 7.646 / 7.583 eV
E_LUMO (spin up / spin down): -0.0274 / -0.0181 hartree

Löwdin population analysis, charges in e, atoms 1 to 4: -0.813, -0.092, -0.022, -0.049

---

Most stable one: <two>, least stable one: <one>.